[1]
DFT (the ωB97M-V functional and the def2-TZVPD basis) results for C56H44BrI2N6O2RbS4 as an isolated structure.

The geometry in ORCA input format:
```
! wB97M-V def2-TZVPD RIJCOSX def2/J DEFGRID3
* xyz -2 1
Rb -0.39614 -1.32396 0.12938
I 0.55702 1.52742 -2.09427
C -0.73810 0.57238 -3.53280
I -2.40605 1.77913 -4.11428
H -1.16711 -0.33465 -3.11822
H -0.18359 0.36754 -4.44233
Br -1.95486 -4.55464 0.64135
C -1.56234 -5.63699 -0.88567
C -2.00242 -6.92795 -0.84103
C -1.76287 -7.77145 -1.94767
C -1.11174 -7.28482 -3.04107
C -0.65604 -5.94218 -3.08691
C 0.00757 -5.44666 -4.23217
C 0.44596 -4.15170 -4.24274
C 0.25006 -3.31849 -3.11933
C -0.39323 -3.69888 -1.95073
C -0.85542 -5.05766 -1.98144
H -2.52932 -7.29499 0.02824
H -2.10647 -8.79886 -1.91953
H -0.93237 -7.92207 -3.90118
H 0.15917 -6.10398 -5.08232
H 0.95714 -3.76643 -5.12046
H 0.65781 -2.30911 -3.20078
C -0.74509 2.85436 8.62047
C -0.75632 2.09046 7.32626
C -1.59881 0.99495 7.14928
C -1.64660 0.32167 5.94135
C -0.83867 0.74912 4.89928
C 0.04113 1.80719 5.06507
C 0.07186 2.47629 6.27737
S -0.84217 -0.06840 3.31443
O -0.44985 -1.48673 3.53005
C -2.62132 -0.10812 2.98016
C -3.15035 -1.38171 2.70164
C -4.44685 -1.49758 2.29237
C -5.25089 -0.34583 2.12506
C -6.58697 -0.44227 1.65713
C -7.33900 0.67489 1.44736
C -6.78814 1.95465 1.69243
C -5.50962 2.07974 2.15071
C -4.70561 0.93218 2.39019
C -3.35757 1.03963 2.82785
C -2.73662 2.37305 3.09078
C -3.12044 3.09796 4.26903
C -4.10922 2.60955 5.15887
C -4.46362 3.31485 6.27448
C -3.83867 4.54288 6.56997
C -2.86349 5.02429 5.74296
C -2.47747 4.31462 4.58135
C -1.42796 4.78708 3.74715
C -1.06463 4.09254 2.63759
C -1.75212 2.89790 2.29846
S -1.15726 2.21229 0.73400
O -1.90238 0.93358 0.47631
C -1.99387 3.45512 -0.25917
C -3.35214 3.32267 -0.49506
C -3.99085 4.25280 -1.29714
C -3.28283 5.30799 -1.86539
C -3.96075 6.27007 -2.80075
C -1.92260 5.42252 -1.59850
C -1.26269 4.49771 -0.80335
H -1.43056 2.41365 9.34389
H -1.04826 3.88960 8.45623
H 0.25297 2.86863 9.06118
H -2.23735 0.67822 7.96560
H -2.30914 -0.52374 5.80141
H 0.68229 2.11595 4.24776
H 0.74162 3.31849 6.40208
H -2.50915 -2.24468 2.82488
H -4.86290 -2.47122 2.06738
H -6.98796 -1.42629 1.45017
H -8.35166 0.58808 1.07438
H -7.38354 2.84018 1.51062
H -5.08784 3.06170 2.32662
H -4.58305 1.65993 4.94823
H -5.22138 2.92216 6.94099
H -4.12822 5.09742 7.45378
H -2.36112 5.95814 5.96510
H -0.90747 5.69822 4.01395
H -0.24140 4.42722 2.01142
H -3.90498 2.49834 -0.06288
H -5.05026 4.14516 -1.50022
H -5.03842 6.28802 -2.63794
H -3.78588 5.97750 -3.83844
H -3.57570 7.28239 -2.67576
H -1.35707 6.23394 -2.04041
H -0.19140 4.55936 -0.64020
S 4.60456 2.29610 -0.74486
C 3.56964 3.18182 0.25642
S 1.84925 2.89594 0.30574
C 4.04463 4.17038 1.14667
C 3.17878 4.88054 2.01676
N 2.50557 5.47031 2.75245
C 5.41674 4.51557 1.24972
N 6.51662 4.85041 1.37565
C 3.14211 0.04886 1.95542
C 3.13117 -1.41489 1.69296
N 2.08086 -2.13407 1.37530
C 2.53367 -3.41791 1.17985
C 3.87668 -3.47414 1.38547
N 4.24689 -2.18746 1.72012
H 2.14051 0.37509 2.22799
H 3.44125 0.60612 1.05835
H 3.82993 0.30409 2.76270
H 1.86424 -4.20732 0.88268
H 4.58707 -4.27741 1.31558
H 5.17989 -1.84517 1.86591
N -3.77245 -0.24273 -1.16979
C -5.05947 -0.28212 -1.54708
C -5.20264 -1.39226 -2.35112
C -3.91491 -1.95872 -2.39464
N -3.05702 -1.25375 -1.67584
H -3.28610 0.42357 -0.57415
H -5.76062 0.46807 -1.22421
H -6.09716 -1.73698 -2.83809
H -3.56731 -2.84125 -2.90650
*
```

Output
max |F| = 0.684 eV/Å
ΔE to the lowest compared entry with this formula, charge and spin = 22.20 kJ/mol
lowest unoccupied orbital energy = 3.21 eV
gap between HOMO and LUMO = 0.18513 Ha
M = 1380.46 g mol⁻¹

[2]
DFT (the ωB97M-V functional and the def2-TZVPD basis) results for C56H44N5O3S2Ti as an isolated structure.

The geometry in ORCA input format:
```
! wB97M-V def2-TZVPD RIJCOSX def2/J DEFGRID3
* xyz 1 3
Ti -0.31862 -0.00810 0.01453
O 2.91178 2.40560 0.98790
C 1.92862 1.84865 0.51707
N 1.21036 0.84502 1.06533
C 1.54196 0.54978 2.44749
C 2.43160 -0.65107 2.65565
C 3.28411 -0.69813 3.75708
C 4.01938 -1.84278 3.99484
C 3.88301 -2.91560 3.12286
C 3.02727 -2.76820 2.04771
N 2.32022 -1.66613 1.80465
C 1.36550 2.32598 -0.79758
C 1.96546 3.36211 -1.49146
C 1.40006 3.78367 -2.68203
C 0.25036 3.15396 -3.13964
C -0.28370 2.12277 -2.39047
N 0.26138 1.71280 -1.24337
H 2.01878 1.42092 2.89992
H 0.60942 0.35296 2.98994
H 3.36481 0.16090 4.40997
H 4.68808 -1.90133 4.84348
H 4.42812 -3.83726 3.27120
H 2.89429 -3.58277 1.33933
H 2.85506 3.80959 -1.07154
H 1.84302 4.59329 -3.24668
H -0.22915 3.45810 -4.05939
H -1.17531 1.59500 -2.70311
C -0.92252 -3.69487 2.30985
C -1.69061 -3.24227 3.40787
C -2.08125 -1.93470 3.45349
C -1.72139 -1.04899 2.41823
N -0.93527 -1.48722 1.37196
C -0.57458 -2.79599 1.34856
C -2.12298 0.32179 2.35469
C -2.83084 0.99139 3.37428
C -3.17810 2.30288 3.21285
C -2.81614 2.97444 2.02792
C -2.10182 2.28731 1.08758
N -1.74149 0.99319 1.22641
H -0.60433 -4.72439 2.23288
H -1.97268 -3.92522 4.19728
H -2.68186 -1.58184 4.27920
H 0.03283 -3.10192 0.50501
H -3.09475 0.46934 4.28212
H -3.71941 2.82317 3.99130
H -3.07472 4.01023 1.86525
H -1.77402 2.77118 0.17538
C 7.02697 0.01937 -3.55225
C 5.74565 -0.53308 -2.99565
C 4.53737 -0.36470 -3.67262
C 3.35649 -0.87534 -3.16601
C 3.38779 -1.57230 -1.96708
C 4.57072 -1.73182 -1.25811
C 5.74497 -1.21883 -1.78335
S 1.91004 -2.18870 -1.20909
O 0.88186 -1.08246 -1.40506
C 1.42240 -3.54171 -2.29024
C 1.92936 -4.77013 -1.80049
C 1.58493 -5.94757 -2.38357
C 0.67702 -5.96386 -3.46864
C 0.26913 -7.18174 -4.06342
C -0.61035 -7.18903 -5.10569
C -1.12238 -5.97237 -5.60280
C -0.74506 -4.78131 -5.05126
C 0.16527 -4.73923 -3.96252
C 0.56777 -3.49913 -3.36323
C 0.06870 -2.25858 -4.03468
C 0.69523 -1.85288 -5.25452
C 1.85445 -2.49969 -5.75237
C 2.44505 -2.07737 -6.90854
C 1.90647 -0.99302 -7.63295
C 0.78602 -0.35687 -7.18244
C 0.15240 -0.76819 -5.98584
C -1.02196 -0.12516 -5.51644
C -1.60912 -0.52133 -4.35643
C -1.04781 -1.58568 -3.61950
S -1.75193 -1.94858 -2.01681
O -1.86639 -0.57215 -1.36497
C -3.42001 -2.33846 -2.49713
C -3.66417 -3.58061 -3.06341
C -4.95588 -3.90106 -3.44322
C -6.00453 -3.00307 -3.25068
C -7.40396 -3.34648 -3.67773
C -5.73015 -1.77279 -2.65777
C -4.44204 -1.43095 -2.27681
H 6.84470 0.64744 -4.42218
H 7.69509 -0.79015 -3.85065
H 7.54866 0.61351 -2.80186
H 4.52153 0.18051 -4.60840
H 2.41900 -0.71655 -3.68204
H 4.56907 -2.23391 -0.29984
H 6.67042 -1.33570 -1.23352
H 2.59312 -4.75481 -0.94337
H 1.98006 -6.88336 -2.00973
H 0.66972 -8.10848 -3.67228
H -0.91629 -8.12395 -5.55525
H -1.81777 -5.98368 -6.43164
H -1.14896 -3.85980 -5.44862
H 2.27933 -3.32786 -5.20012
H 3.33140 -2.57814 -7.27466
H 2.38232 -0.67197 -8.54983
H 0.36254 0.47226 -7.73545
H -1.44446 0.68355 -6.09999
H -2.50639 -0.03927 -3.98842
H -2.85739 -4.29137 -3.20810
H -5.15659 -4.86849 -3.88610
H -7.51615 -4.41572 -3.84730
H -7.65565 -2.83114 -4.60646
H -8.12928 -3.03829 -2.92545
H -6.53904 -1.07377 -2.48428
H -4.22684 -0.48424 -1.79944
*
```

Output
max |F| = 0.485 eV/Å
ΔE to the lowest compared entry with this formula, charge and spin = 57.08 kJ/mol
lowest unoccupied orbital energy (spin up / spin down) = -2.41 / -2.41 eV
⟨S²⟩ = 2.0168
gap between HOMO and LUMO (spin up / spin down) = 0.17883 / 0.29788 Ha
M = 947.00 g mol⁻¹

[3]
DFT (the ωB97M-V functional and the def2-TZVPD basis) results for C56H49N3O2P3Zr as an isolated structure in a non-equilibrium geometry.

The geometry in ORCA input format:
```
! wB97M-V def2-TZVPD RIJCOSX def2/J DEFGRID3
* xyz 1 1
Zr -0.16900 0.14570 0.02139
C 2.55381 -0.22777 -1.81106
P 2.60787 1.09028 -0.45229
C 4.20221 1.75381 -1.05398
C 5.32045 0.92234 -1.06931
C 6.50253 1.36060 -1.63198
C 6.56767 2.62284 -2.20489
C 5.45169 3.44217 -2.20965
C 4.26931 3.01578 -1.62462
C 3.00206 0.35028 1.23798
C 2.37551 -1.00610 1.34137
C 2.35744 -1.80105 2.42535
C 2.77023 -1.45292 3.76393
C 3.15632 -0.23921 4.17270
C 3.45761 0.90770 3.27819
C 1.48599 0.39272 -2.66263
C 1.40683 0.75576 -3.98913
C 0.20800 1.49304 -4.13268
C -0.37881 1.54526 -2.88629
C -1.57339 2.29401 -2.37152
P -1.24883 2.56335 -0.56195
C -0.26133 4.09443 -0.50468
C -0.27774 4.82355 0.68526
C 0.51768 5.94446 0.82661
C 1.33321 6.34779 -0.21984
C 1.36104 5.62214 -1.40084
C 0.57960 4.48639 -1.54125
C -2.85831 3.14515 0.06449
C -3.49236 2.35354 1.01757
C -4.68750 2.77436 1.57521
C -5.24952 3.97747 1.17496
C -4.63262 4.75404 0.20562
C -3.43440 4.34256 -0.34876
N 0.39996 0.87555 -1.97845
H 2.25721 -1.22787 -1.48879
H 3.50161 -0.29419 -2.34843
H 5.25683 -0.07140 -0.64359
H 7.37185 0.71926 -1.63734
H 7.48782 2.95778 -2.65959
H 5.50020 4.41638 -2.67119
H 3.39090 3.64512 -1.62302
H 1.94856 -1.40667 0.41741
H 1.93808 -2.79430 2.31786
H 2.67377 -2.23356 4.50152
H 3.36996 -0.08444 5.21947
H 3.90402 1.71861 3.85367
H 2.11980 0.53629 -4.76107
H -0.16012 1.93622 -5.03905
H -2.49457 1.70228 -2.45039
H -1.72632 3.23991 -2.90252
H -0.92989 4.50858 1.49125
H 0.49521 6.50334 1.75088
H 1.93895 7.23497 -0.11680
H 1.98703 5.95142 -2.21875
H 0.62256 3.91127 -2.45678
H -3.03400 1.40344 1.30301
H -5.17951 2.17140 2.32434
H -6.17653 4.30955 1.61651
H -5.08288 5.68303 -0.11232
H -2.93612 4.94857 -1.09291
C -0.50835 4.65498 5.43537
C -1.48820 3.90207 4.80791
C -1.13071 2.93703 3.88533
C 0.21010 2.70897 3.57857
C 1.18715 3.46781 4.21419
C 0.82342 4.43798 5.13153
P 0.52688 1.31175 2.42891
C 2.39114 1.37716 2.25317
C 4.32151 0.44196 2.06816
C 5.34839 1.46664 1.75324
C 5.11302 2.77443 1.60654
C 3.80868 3.37714 1.51779
C 2.63110 2.77141 1.72883
C 0.09603 -0.01025 3.60532
C 0.30028 0.16564 4.95595
C -0.09930 -0.81032 5.87154
C -0.73160 -1.93559 5.42401
C -0.96947 -2.14087 4.05053
C -1.61714 -3.31195 3.60670
C -1.79008 -3.51500 2.27101
C -1.32442 -2.56899 1.33603
C -0.70273 -1.37430 1.67800
C -0.54009 -1.17545 3.09148
H -0.78187 5.39783 6.16705
H -2.52836 4.06125 5.04440
H -1.89250 2.33430 3.40336
H 2.23158 3.30535 4.00274
H 1.58985 5.01565 5.62334
H 4.79879 -0.52791 2.21528
H 6.37078 1.11854 1.75100
H 5.94823 3.43903 1.45404
H 3.79166 4.41468 1.21003
H 1.72996 3.35227 1.54525
H 0.77879 1.05999 5.32628
H 0.09668 -0.66940 6.92184
H -1.04610 -2.70183 6.11870
H -1.96448 -4.02788 4.33684
H -2.30415 -4.39753 1.91676
H -1.48893 -2.83680 0.29773
C -0.35518 -4.31624 -2.91409
C -0.20864 -3.06064 -2.12951
N 0.76139 -2.81223 -1.32096
O 1.74658 -3.79975 -1.23900
C -1.26194 -2.03451 -2.15380
C -2.39425 -2.05975 -3.12608
N -1.11886 -1.17734 -1.21177
O -1.95157 -0.19880 -0.86420
H 0.18801 -5.11665 -2.41459
H 0.07119 -4.19633 -3.90842
H -1.40110 -4.58956 -3.01362
H 2.30418 -3.55084 -0.48523
H -2.02007 -2.22906 -4.13284
H -2.90555 -1.10026 -3.08605
H -3.11930 -2.83692 -2.89015
*
```

Output
max |F| = 2.288 eV/Å
ΔE to the lowest compared entry with this formula, charge and spin = 541.31 kJ/mol
lowest unoccupied orbital energy = -3.00 eV
gap between HOMO and LUMO = 0.24454 Ha
M = 980.17 g mol⁻¹